Entry A
44
Properties=species:S:1:pos:R:3 method="wB97M-V/def2-TZVPD" smiles="Cc1nc(CN(C)C(=O)c2coc([C@H](C)NC(=O)[C@@H]3C[C@H]3C#N)n2)no1" mol_weight_da=358.36 gap_ev=10.150 lumo_ev=0.43 e_homo_ha=-0.3571
O 2.9837 -3.7678 1.1509
O 0.1589 -1.3932 -1.6240
O -5.4309 1.8505 0.9023
O -1.0240 2.3506 -2.8725
N -0.0508 0.2096 -0.1159
N -3.7981 0.9976 -0.2897
N -4.2780 2.5461 1.2686
N -1.4638 2.8746 -0.7181
N 2.3840 -1.6365 0.6865
N 7.9750 -3.1410 0.0378
C 4.7202 -2.1531 1.1195
C 0.9606 -1.9535 0.6162
C -6.1056 0.0804 -0.5968
C 3.2901 -2.6026 0.9987
C -1.9227 2.4305 0.5882
C -0.3679 -0.3103 -2.2534
C -0.5073 0.6763 -1.3450
C -3.3547 1.9997 0.5428
C 0.3232 -1.0008 -0.3415
C -5.0623 0.9606 -0.0210
C 0.2973 -1.9083 1.9868
C -2.0059 4.1482 -1.1710
C 6.9024 -2.7387 -0.0407
C 5.5647 -2.2115 -0.1351
C -1.0285 2.0267 -1.6960
C 5.2532 -0.8899 0.5224
H 5.1990 -2.5267 2.0141
H 0.8028 -2.6050 2.6534
H -0.5884 -0.3907 -3.3011
H -5.6505 -0.5774 -1.3308
H 5.0539 -2.4406 -1.0604
H -6.8809 0.6789 -1.0739
H -1.8252 3.2530 1.2958
H 4.5884 -0.2378 -0.0267
H -1.3073 1.6065 0.9348
H 0.3522 -0.9017 2.4016
H -2.0035 4.8441 -0.3335
H -1.3906 4.5362 -1.9764
H 0.8929 -2.9586 0.2017
H 2.6406 -0.6694 0.8008
H -6.5727 -0.5140 0.1878
H -0.7526 -2.1920 1.9129
H 6.0583 -0.3925 1.0426
H -3.0291 4.0433 -1.5428

=====

Entry B
44
Properties=species:S:1:pos:R:3 method="wB97M-V/def2-TZVPD" smiles="Cc1nc(CN(C)C(=O)c2coc([C@H](C)NC(=O)[C@@H]3C[C@H]3C#N)n2)no1" mol_weight_da=358.36 gap_ev=9.991 lumo_ev=0.41 e_homo_ha=-0.3521
O 0.6874 1.6457 0.2693
O -0.9387 -2.0557 -5.2482
O 3.3340 1.7598 2.4391
O -3.1503 1.6002 -1.1954
N -2.8958 -0.5947 -1.6658
N -1.8106 -2.4247 -4.2212
N -0.3011 -0.3025 -0.0128
N 1.8986 0.0120 2.5281
N -0.3144 -0.9225 -3.4797
N 1.0525 4.1171 6.4760
C -2.4633 0.5912 -1.1501
C 2.5478 1.0807 3.0663
C 0.7432 0.3052 0.4225
C -1.1179 0.7000 -0.5184
C 1.1792 0.7672 5.3131
C -0.0934 -1.1692 -4.7320
C 0.9475 -0.6045 -5.6127
C -2.0835 -1.7779 -1.8847
C -4.1993 -0.6335 -2.3011
C 2.0087 -1.7786 0.8663
C 0.9901 2.1617 4.7818
C -1.3942 -1.7282 -3.2091
C 1.9346 -0.2810 1.1061
C -0.5105 1.8867 -0.3170
C 2.2687 1.4036 4.5102
C 1.0275 3.2551 5.7191
H -2.7361 -2.6506 -1.8576
H -4.0977 -0.7530 -3.3831
H 1.3339 0.6582 6.3756
H 1.1289 -2.2875 1.2629
H -1.3510 -1.8985 -1.0952
H 1.2139 -0.4786 3.0775
H 2.8272 0.2004 0.7084
H -0.7729 2.9033 -0.5362
H -4.7343 0.2861 -2.0977
H 1.5441 0.1121 -5.0570
H 0.4923 -0.1029 -6.4665
H -4.7742 -1.4756 -1.9111
H 0.3062 2.3163 3.9589
H 3.1566 1.7392 5.0225
H 2.0581 -1.9900 -0.2008
H 1.5970 -1.3929 -5.9927
H 0.5641 -0.0157 4.8940
H 2.8971 -2.1834 1.3483

=====

Stability check: which of them is most stable? entry A.